Density functional theory data (wB97M-V/def2-TZVPD) for an isolated ion of composition C4H8N2OP and charge +1 at a distorted geometry.

Computed properties:
HOMO level, eV: -13.7
SMILES: C[N@@H+]1C=CN(P=O)C1
Net charge: +1
2S+1: 1
HOMO-LUMO gap, eV: 9.4392

Atoms and positions in Å:
C -0.72 -1.58 -0.14
C 0.51 -1.28 0.24
C -0.56 0.66 -0.22
C 1.93 0.68 -0.26
N -1.50 -0.42 -0.25
N 0.68 0.20 0.38
O -3.33 1.15 0.48
P -3.23 -0.13 -0.18
H -1.14 -2.57 -0.01
H 1.49 -1.80 0.56
H -0.25 0.90 -1.25
H -1.09 1.47 0.32
H 2.19 -0.18 -0.92
H 1.61 1.67 -0.63
H 2.82 0.83 0.47
H 0.60 0.41 1.41

Atomic partial charges in e from the Löwdin method, atoms 1 to 8: atom 1 (C): -0.092, atom 2 (C): -0.035, atom 3 (C): -0.180, atom 4 (C): 0.024, atom 5 (N): -0.291, atom 6 (N): -0.147, atom 7 (O): -0.428, atom 8 (P): 0.937